Record 1
88
Properties=species:S:1:pos:R:3 method="wB97M-V/def2-TZVPD" e_homo_ev=-8.4 lumo_ev=-1.27
C 3.829 -0.211 1.079
C 4.298 -1.421 0.116
C 2.978 -2.277 -0.282
C 3.035 -2.618 -1.859
N 1.733 -2.501 -2.572
C 1.117 -1.159 -2.464
C 2.184 0.014 -2.557
C 1.610 1.450 -2.928
C 1.700 2.362 -1.585
C 0.719 3.594 -1.827
C 0.912 4.803 -0.782
F 2.236 4.886 -0.335
F 0.738 5.980 -1.589
C -0.212 4.911 0.331
F -1.486 4.472 -0.096
F -0.400 6.297 0.579
S 0.124 4.124 1.987
F 1.359 5.151 2.358
F 1.105 2.942 1.389
F -1.166 3.060 1.768
F -0.979 5.180 2.679
F 0.321 3.452 3.493
O 0.078 -0.981 -3.451
C -1.057 -1.819 -3.213
N -1.400 -2.444 -4.557
C -0.399 -2.326 -5.357
S 0.573 -1.789 -6.595
C -2.400 -0.978 -2.809
I -1.901 0.785 -1.631
O -3.461 -1.806 -2.330
C -3.606 -1.869 -0.922
Br -2.006 -2.553 0.059
P -4.988 -3.207 -0.638
O -6.479 -2.355 -0.760
Br -4.655 -3.881 1.505
P -3.057 -0.292 -4.511
C -2.323 1.419 -4.839
O -4.765 -0.030 -4.357
H 4.542 0.675 1.018
H 2.813 0.170 0.729
H 3.702 -0.624 2.129
H 5.083 -2.083 0.604
H 4.757 -0.913 -0.803
H 2.026 -1.765 0.051
H 3.081 -3.257 0.305
H 3.901 -2.093 -2.396
H 3.313 -3.732 -1.912
H 1.142 -3.236 -2.152
H 0.618 -1.072 -1.433
H 2.754 0.130 -1.568
H 2.971 -0.264 -3.330
H 0.524 1.484 -3.242
H 2.245 1.930 -3.754
H 1.346 1.658 -0.750
H 2.773 2.700 -1.442
H -0.357 3.258 -1.924
H 1.003 4.021 -2.855
H -0.879 -2.696 -2.521
H -4.058 -0.928 -0.440
H -6.707 -2.014 0.140
H -2.386 1.714 -5.944
H -1.229 1.491 -4.550
H -2.866 2.242 -4.245
H -4.887 0.768 -3.791
C -0.878 -5.700 0.728
O 0.273 -5.542 1.092
N -1.481 -6.906 0.535
C -2.858 -7.019 0.098
C -0.720 -8.117 0.775
H -1.541 -4.844 0.519
H -3.429 -7.566 0.852
H -2.889 -7.564 -0.849
H -3.304 -6.034 -0.043
H -0.381 -8.128 1.814
H 0.156 -8.126 0.122
H -1.332 -8.998 0.580
C 1.699 4.805 8.301
O 2.827 4.353 8.266
N 0.851 4.883 7.239
C -0.483 5.435 7.356
C 1.298 4.397 5.947
H 1.261 5.201 9.232
H -1.212 4.672 7.074
H -0.575 6.293 6.685
H -0.682 5.759 8.378
H 1.556 3.338 6.032
H 2.190 4.951 5.645
H 0.518 4.525 5.202

Record 2
10
Properties=species:S:1:pos:R:3 method="wB97M-V/def2-TZVPD" e_homo_ev=-15.1 total_charge=+1 lumo_ev=-5.99
C -0.677 -0.515 -0.449
N -0.629 -0.926 -1.727
N 0.279 0.036 0.228
P -0.008 1.091 2.348
H -1.735 -0.710 0.031
H -1.366 -1.301 -2.213
H 0.044 -0.467 -2.292
H 1.169 0.190 -0.165
H 1.206 0.519 2.922
H -0.498 -0.144 2.556

Record 3
16
Properties=species:S:1:pos:R:3 method="wB97M-V/def2-TZVPD" smiles="C1=C[C@H]2C=C[C@@H](C1)O2" e_homo_ev=-8.9 lumo_ev=0.94
C 1.371 0.710 -0.354
C 0.367 1.566 -0.019
C -0.859 0.935 0.647
C -1.654 0.208 -0.405
C -1.047 -0.998 -0.665
C -0.064 -1.112 0.424
C 1.348 -0.809 0.077
O -0.375 -0.177 1.458
H 2.221 0.936 -0.849
H 0.374 2.625 -0.423
H -1.452 1.679 1.246
H -2.475 0.794 -0.967
H -1.413 -1.794 -1.324
H 0.023 -2.086 0.963
H 2.086 -0.932 0.892
H 1.550 -1.545 -0.701

Record 4
24
Properties=species:S:1:pos:R:3 method="wB97M-V/def2-TZVPD" smiles="C/C=C/C.O.O.O.O" e_homo_ev=-9.3 lumo_ev=0.40
C -1.220 -0.899 -2.334
C -0.083 -0.133 -1.692
C -0.124 1.185 -1.605
C 0.836 2.011 -0.785
H -2.089 -0.366 -2.702
H -0.825 -1.378 -3.253
H -1.437 -1.824 -1.796
H 0.724 -0.715 -1.266
H -0.599 1.833 -2.341
H 0.291 2.874 -0.390
H 1.452 1.456 -0.089
H 1.476 2.585 -1.477
O 1.948 -3.783 -1.228
H 2.790 -4.011 -1.665
H 2.283 -3.581 -0.337
O -3.361 -0.161 -0.155
H -3.215 0.751 0.161
H -2.550 -0.403 -0.638
O -1.434 3.507 5.989
H -2.329 3.778 5.758
H -1.098 2.847 5.340
O 3.221 -1.396 0.648
H 2.621 -1.724 1.285
H 2.840 -0.628 0.204

Record 5
73
Properties=species:S:1:pos:R:3 method="wB97M-V/def2-TZVPD" e_homo_ev=-2.2 total_charge=-1 lumo_ev=2.04
C 2.894 -0.080 -0.037
C 1.411 0.014 -0.152
C 0.808 1.185 -0.011
C 0.623 -1.219 -0.393
Sn 0.359 -1.604 -2.479
C -0.744 -3.382 -2.531
C -1.089 -3.903 -3.755
C -1.819 -5.076 -3.817
C -2.197 -5.717 -2.654
C -1.845 -5.187 -1.429
C -1.115 -4.014 -1.367
C -0.843 -0.161 -3.419
C -0.312 0.995 -3.940
C -1.136 1.901 -4.583
C -2.489 1.647 -4.692
C -3.019 0.489 -4.159
C -2.192 -0.417 -3.520
C 2.164 -2.026 -3.468
C 2.531 -3.346 -3.601
C 3.694 -3.675 -4.276
C 4.482 -2.676 -4.813
C 4.112 -1.353 -4.672
C 2.951 -1.028 -3.995
H 3.240 -1.109 -0.155
H 3.384 0.526 -0.801
H 3.224 0.275 0.941
H -0.258 1.274 -0.071
H 1.367 2.078 0.185
H 1.113 -2.094 0.037
H -0.368 -1.142 0.057
H -0.790 -3.395 -4.658
H -2.093 -5.489 -4.773
H -2.766 -6.632 -2.702
H -2.139 -5.685 -0.521
H -0.838 -3.595 -0.414
H 0.743 1.189 -3.847
H -0.721 2.804 -5.000
H -3.131 2.352 -5.195
H -4.075 0.289 -4.242
H -2.596 -1.327 -3.107
H 1.905 -4.120 -3.185
H 3.981 -4.708 -4.384
H 5.385 -2.931 -5.344
H 4.726 -0.574 -5.094
H 2.658 0.001 -3.879
F -3.915 5.758 3.325
C -2.670 5.596 2.810
C -2.193 6.472 1.849
C -0.922 6.312 1.331
C -0.124 5.276 1.756
C -0.574 4.371 2.727
C 0.270 3.315 3.184
C -0.103 2.458 4.193
C 0.634 1.404 4.684
C 0.148 0.537 5.711
C -1.142 0.670 6.253
C -1.610 -0.190 7.222
F -2.868 -0.052 7.709
C -0.790 -1.206 7.684
C 0.489 -1.350 7.184
C 0.955 -0.493 6.215
C -1.865 4.567 3.245
H -2.834 7.269 1.514
H -0.556 7.006 0.593
H 0.867 5.156 1.355
H 1.231 3.191 2.717
H -1.057 2.638 4.646
H 1.618 1.217 4.287
H -1.808 1.437 5.911
H -1.173 -1.878 8.432
H 1.118 -2.146 7.546
H 1.950 -0.607 5.824
H -2.258 3.921 4.005

Record 6
30
Properties=species:S:1:pos:R:3 method="wB97M-V/def2-TZVPD" e_homo_ev=-12.0 total_charge=+1 lumo_ev=-2.56
C -2.023 -0.713 1.026
C -0.815 -0.855 0.022
C 0.295 0.040 0.532
C 0.677 0.002 1.950
N 1.297 1.123 2.182
C 1.313 1.874 1.101
N 0.834 1.138 -0.001
N -2.424 -1.932 1.679
H -1.726 0.074 1.774
H -3.013 -0.372 0.565
H -0.418 -1.931 -0.135
H -1.012 -0.576 -0.986
H 0.582 -0.769 2.595
H 1.788 1.297 3.019
H 1.665 2.833 1.068
H 0.641 1.526 -0.947
H -1.898 -2.045 2.527
H -2.415 -2.715 1.103
H 0.830 -3.422 0.170
H 1.469 -3.004 -1.225
O 1.256 -2.742 -0.341
H -0.526 2.344 -2.723
H 0.899 2.643 -3.195
O 0.299 2.420 -2.457
H 2.789 -1.601 -1.434
H 1.245 -1.165 -1.915
O 2.185 -1.124 -2.058
H -2.722 1.891 -0.910
H -2.980 1.520 -2.343
O -2.468 1.332 -1.622

Record 7
55
Properties=species:S:1:pos:R:3 method="wB97M-V/def2-TZVPD" spin_multiplicity=2 e_homo_ev="-4.4 / -4.6" total_charge=-1 lumo_ev="2.35 / 2.33"
Ti 0.012 0.050 -0.016
C 2.201 -3.845 1.170
C 1.206 -2.793 0.796
N 1.368 -1.531 1.004
N 2.532 -1.162 1.611
C 2.525 0.067 2.051
N 3.699 0.496 2.619
S 1.192 1.157 2.059
C -0.061 -3.176 0.154
C -0.390 -4.511 -0.054
C -1.596 -4.821 -0.659
C -2.426 -3.789 -1.041
C -2.020 -2.485 -0.799
N -0.870 -2.173 -0.211
H 3.102 -3.369 1.540
H 2.443 -4.463 0.302
H 1.801 -4.506 1.944
H 4.513 -0.025 2.330
H 3.808 1.494 2.663
H 0.295 -5.288 0.252
H -1.870 -5.854 -0.836
H -3.367 -3.963 -1.544
H -2.623 -1.663 -1.142
Cl 3.362 5.860 -2.314
C 2.940 4.234 -1.831
C 3.892 3.255 -1.849
C 3.584 1.939 -1.465
I 5.061 0.478 -1.453
C 2.305 1.572 -1.069
O 1.937 0.392 -0.723
C 1.327 2.627 -1.040
N 0.105 2.238 -0.602
C -0.852 3.127 -0.515
C -0.662 4.473 -0.869
C 0.563 4.886 -1.318
C 1.615 3.952 -1.413
H 4.898 3.499 -2.161
H -1.809 2.779 -0.149
H -1.486 5.168 -0.779
H 0.736 5.917 -1.596
O -1.830 0.384 -0.922
N -3.036 0.528 -0.396
C -4.060 0.656 -1.269
C -5.340 0.814 -0.814
C -5.560 0.830 0.570
C -4.507 0.678 1.432
C -3.189 0.507 0.957
S -1.797 0.301 1.898
H -3.760 0.587 -2.306
H -6.146 0.910 -1.525
H -6.563 0.953 0.958
H -4.648 0.675 2.503
Se 0.313 -0.638 -2.812
C -1.385 -0.917 -3.435
N -2.479 -1.073 -3.792

Record 8
42
Properties=species:S:1:pos:R:3 method="wB97M-V/def2-TZVPD" smiles=CCCCO.O.O.O.O.O.O.O.O.O e_homo_ev=-10.3 lumo_ev=0.24
C 2.089 2.477 -1.328
C 1.046 2.952 -0.345
C 0.996 1.795 0.709
C -0.424 1.494 0.925
O -0.926 0.814 -0.236
H 1.877 2.648 -2.423
H 2.355 1.504 -1.173
H 3.127 2.965 -1.143
H 1.313 3.798 0.098
H -0.014 3.105 -0.613
H 1.640 0.911 0.649
H 1.403 2.335 1.609
H -0.970 2.465 1.028
H -0.479 0.756 1.780
H -0.966 1.498 -1.005
O -0.482 -1.055 -2.062
H -0.940 -1.273 -2.871
H 0.418 -0.817 -2.241
O -3.333 2.535 -1.365
H -3.316 3.285 -0.856
H -3.145 1.768 -0.920
O 1.249 -1.748 -0.102
H 1.829 -1.502 0.629
H 0.635 -1.080 -0.393
O 3.144 -0.773 -1.789
H 3.492 -1.507 -2.328
H 2.353 -0.925 -1.409
O 0.255 -0.533 4.096
H 0.199 0.244 3.570
H -0.608 -0.906 4.210
O -0.272 -4.080 -0.610
H 0.314 -3.223 -0.680
H -0.597 -4.394 -1.423
O -1.762 -1.583 0.410
H -2.049 -2.537 0.146
H -1.064 -1.796 1.037
O -3.885 0.340 -0.303
H -3.611 0.178 -1.258
H -3.014 0.108 0.129
O 2.542 -1.067 2.131
H 3.371 -1.450 1.968
H 1.967 -1.256 2.747